No. 1
# C4H6O2

An isolated molecule of C4H6O2 (ωB97M-V with the def2-TZVPD basis set, the OMol25 dataset).

```
12
C4H6O2 ωB97M-V with the def2-TZVPD basis set
C -1.015 -0.831 0.332
C -0.107 -0.592 1.298
O 1.122 -0.130 1.007
C 1.148 0.337 -0.370
C -0.211 0.870 -0.815
O -0.508 0.772 -1.989
H -2.073 -0.751 0.530
H -0.735 -1.316 -0.588
H -0.318 -0.674 2.363
H 1.856 1.173 -0.453
H 1.437 -0.474 -1.045
H -0.687 1.601 -0.132
```

As for the multiplicity: 1. As for the total energy: -8337.5531 eV. Its SMILES is C=COCC=O. The value obtained for the LUMO energy is 0.0181 hartree. The calculation puts the orbital gap at 9.5 eV. As for the net charge: 0. As for the energy relative to the best compared isomer or geometry (same formula, charge and spin): 280.6 kJ/mol.

***

No. 2
# C4H6O2Rb

A structure of composition C4H6O2Rb (ωB97M-V with the def2-TZVPD basis set, the OMol25 dataset).

```
13
C4H6O2Rb ωB97M-V with the def2-TZVPD basis set
H 1.405 0.545 0.722
O 0.035 2.413 1.218
C 0.289 1.149 0.932
C 0.262 0.724 -0.383
C 0.472 -0.611 -1.045
C 0.029 -1.828 -0.302
O -0.723 -1.810 0.657
Rb -2.615 -0.367 1.921
H -0.914 2.585 1.208
H -0.304 1.404 -1.035
H 1.544 -0.765 -1.254
H 0.013 -0.658 -2.047
H 0.508 -2.782 -0.591
```

As for the multiplicity: 1. As for the total energy: -8986.1911 eV. The value obtained for the LUMO energy is -0.1387 hartree. The calculation puts the orbital gap at 8.5 eV. As for the net charge: +1. As for the energy relative to the best compared isomer or geometry (same formula, charge and spin): 186.8 kJ/mol.

***

No. 3
# C4H6O2S

An isolated molecule of C4H6O2S (ωB97M-V with the def2-TZVPD basis set, the OMol25 dataset).

```
13
C4H6O2S ωB97M-V with the def2-TZVPD basis set
C 0.992 -1.454 -0.789
C 0.651 -1.236 0.495
O -0.535 -0.721 1.012
C -1.422 -0.141 0.161
S -2.930 -0.759 -0.066
O -1.068 1.031 -0.445
C 0.000 1.825 0.145
H 1.951 -1.892 -1.020
H 0.322 -1.255 -1.611
H 1.273 -1.512 1.305
H 0.955 1.559 -0.356
H -0.271 2.867 -0.045
H 0.082 1.689 1.213
```

As for the multiplicity: 1. As for the total energy: -19173.5280 eV. Its SMILES is C=COC(=S)OC. The value obtained for the LUMO energy is 0.0156 hartree. The calculation puts the orbital gap at 9.2 eV. As for the net charge: 0. As for the energy relative to the best compared isomer or geometry (same formula, charge and spin): 171.6 kJ/mol.

***

No. 4
# C4H6O2S

A cluster of 2 separate species, C4H6O2S in total (ωB97M-V with the def2-TZVPD basis set, the OMol25 dataset).

```
13
C4H6O2S ωB97M-V with the def2-TZVPD basis set
C -0.242 0.478 0.241
C 0.374 -0.502 -0.089
C -0.813 1.705 0.771
C 0.939 -1.696 -0.668
O -2.418 0.550 -2.351
O -2.429 -1.640 -1.285
S -2.597 -0.219 -1.150
H -0.138 2.139 1.508
H -1.774 1.515 1.249
H -0.960 2.425 -0.034
H 0.358 -1.960 -1.552
H 0.906 -2.527 0.033
H 1.974 -1.515 -0.959
```

As for the multiplicity: 1. As for the total energy: -19173.5010 eV. The value obtained for the LUMO energy is -0.0242 hartree. The calculation puts the orbital gap at 9.2 eV. As for the net charge: 0. As for the energy relative to the best compared isomer or geometry (same formula, charge and spin): 174.2 kJ/mol.

***

No. 5
# C4H6O2S

An isolated molecule of C4H6O2S (ωB97M-V with the def2-TZVPD basis set, the OMol25 dataset).

```
13
C4H6O2S ωB97M-V with the def2-TZVPD basis set
C 0.290 -0.484 0.466
C -0.738 0.574 0.925
C 0.726 -0.004 -0.943
C -0.551 0.832 -1.678
O -2.519 -0.537 -0.766
O 0.660 1.384 -1.176
S -1.945 0.781 -0.495
H 1.264 -0.812 1.113
H -0.206 -1.440 0.209
H -1.173 0.286 1.878
H -0.394 1.584 1.034
H 1.552 -0.579 -1.413
H -0.659 0.674 -2.776
```

As for the multiplicity: 1. As for the total energy: -19172.1308 eV. The value obtained for the LUMO energy is 0.0303 hartree. The calculation puts the orbital gap at 10.0 eV. As for the net charge: 0. As for the energy relative to the best compared isomer or geometry (same formula, charge and spin): 306.4 kJ/mol.

***

No. 6
# C4H6O2S

An isolated molecule of C4H6O2S (ωB97M-V with the def2-TZVPD basis set, the OMol25 dataset).

```
13
C4H6O2S ωB97M-V with the def2-TZVPD basis set
C -1.747 -0.678 -0.354
C -0.676 -0.159 -0.892
C 0.041 0.839 0.095
O -0.376 0.713 1.429
C 1.582 0.637 -0.040
O 2.231 1.579 -0.596
S 2.687 -0.838 0.140
H -2.569 -1.155 -1.108
H -2.072 -0.444 0.715
H -0.475 -0.161 -1.998
H 0.052 1.791 -0.026
H -0.285 -0.335 1.606
H 1.606 -1.786 1.027
```

As for the multiplicity: 1. As for the total energy: -19171.5765 eV. Its SMILES is C=C[C@@H](O)C(=O)S. The value obtained for the LUMO energy is -0.0065 hartree. The calculation puts the orbital gap at 9.7 eV. As for the net charge: 0. As for the energy relative to the best compared isomer or geometry (same formula, charge and spin): 359.9 kJ/mol.

***

No. 7
# C4H6O2S2

An isolated molecule of C4H6O2S2 (ωB97M-V with the def2-TZVPD basis set, the OMol25 dataset).

```
14
C4H6O2S2 ωB97M-V with the def2-TZVPD basis set
O 1.513 -0.622 1.736
C 1.255 -0.589 0.394
S 2.226 -1.335 -0.650
C 0.213 0.451 0.088
O 0.679 1.623 0.552
C -0.550 0.464 -1.152
C -1.338 0.204 0.086
S -1.802 -1.505 0.411
H 2.386 -1.085 1.924
H 1.419 1.867 0.020
H -0.493 -0.410 -1.813
H -0.744 1.375 -1.622
H -1.843 1.055 0.511
H -2.922 -1.493 -0.485
```

As for the multiplicity: 1. As for the total energy: -30008.8618 eV. Its SMILES is OC(=S)[C@@]1(O)C[C@H]1S. The value obtained for the LUMO energy is 0.0032 hartree. The calculation puts the orbital gap at 9.2 eV. As for the net charge: 0. As for the energy relative to the best compared isomer or geometry (same formula, charge and spin): 243.1 kJ/mol.

***

No. 8
# C4H6O2S2

An isolated molecule of C4H6O2S2 (ωB97M-V with the def2-TZVPD basis set, the OMol25 dataset).

```
14
C4H6O2S2 ωB97M-V with the def2-TZVPD basis set
C -2.515 0.858 -0.413
S -2.023 -0.932 -0.226
C -0.515 -0.838 0.783
C 0.777 -0.353 0.188
S 2.013 -1.362 -0.153
C 0.824 1.218 0.127
O -0.029 1.925 0.617
O 1.931 1.691 -0.464
H -2.817 1.282 0.561
H -1.703 1.508 -0.721
H -3.389 0.831 -1.042
H -0.308 -1.867 1.105
H -0.739 -0.208 1.651
H 2.459 0.921 -0.818
```

As for the multiplicity: 1. As for the total energy: -30010.1085 eV. Its SMILES is CSCC(=S)C(=O)O. The value obtained for the LUMO energy is -0.0603 hartree. The calculation puts the orbital gap at 7.3 eV. As for the net charge: 0. As for the energy relative to the best compared isomer or geometry (same formula, charge and spin): 122.8 kJ/mol.

***

What did the second record say?
# C4H6O2Rb

A structure of composition C4H6O2Rb (ωB97M-V with the def2-TZVPD basis set, the OMol25 dataset).

```
13
C4H6O2Rb ωB97M-V with the def2-TZVPD basis set
H 1.405 0.545 0.722
O 0.035 2.413 1.218
C 0.289 1.149 0.932
C 0.262 0.724 -0.383
C 0.472 -0.611 -1.045
C 0.029 -1.828 -0.302
O -0.723 -1.810 0.657
Rb -2.615 -0.367 1.921
H -0.914 2.585 1.208
H -0.304 1.404 -1.035
H 1.544 -0.765 -1.254
H 0.013 -0.658 -2.047
H 0.508 -2.782 -0.591
```

As for the multiplicity: 1. As for the total energy: -8986.1911 eV. The value obtained for the LUMO energy is -0.1387 hartree. The calculation puts the orbital gap at 8.5 eV. As for the net charge: +1. As for the energy relative to the best compared isomer or geometry (same formula, charge and spin): 186.8 kJ/mol.

***

Which of these has the lowest energy relative to the best compared isomer or geometry (same formula, charge and spin)?
number 8

***

What did the sixth record say?
# C4H6O2S

An isolated molecule of C4H6O2S (ωB97M-V with the def2-TZVPD basis set, the OMol25 dataset).

```
13
C4H6O2S ωB97M-V with the def2-TZVPD basis set
C -1.747 -0.678 -0.354
C -0.676 -0.159 -0.892
C 0.041 0.839 0.095
O -0.376 0.713 1.429
C 1.582 0.637 -0.040
O 2.231 1.579 -0.596
S 2.687 -0.838 0.140
H -2.569 -1.155 -1.108
H -2.072 -0.444 0.715
H -0.475 -0.161 -1.998
H 0.052 1.791 -0.026
H -0.285 -0.335 1.606
H 1.606 -1.786 1.027
```

As for the multiplicity: 1. As for the total energy: -19171.5765 eV. Its SMILES is C=C[C@@H](O)C(=O)S. The value obtained for the LUMO energy is -0.0065 hartree. The calculation puts the orbital gap at 9.7 eV. As for the net charge: 0. As for the energy relative to the best compared isomer or geometry (same formula, charge and spin): 359.9 kJ/mol.